143
Properties=species:S:1:pos:R:3:lowdin_charge:R:1 method="wB97M-V/def2-TZVPD" homo_energy_ev=-8.90 e_lumo_ev=0.37 e_above_lowest_ev=2.196 spin_multiplicity=1
C -19.83 27.23 -12.98 -0.072
C -19.26 27.17 -11.60 -0.369
C -17.66 27.46 -11.65 -0.194
O -16.85 27.29 -10.53 -0.189
C -15.46 27.71 -10.55 -0.051
N -19.83 28.26 -10.90 0.034
H -19.67 26.38 -13.64 0.053
H -19.53 28.15 -13.49 0.054
H -20.91 27.40 -13.01 0.079
H -19.34 26.21 -11.08 0.142
H -17.59 28.43 -12.14 0.102
H -17.20 26.70 -12.28 0.112
H -15.20 28.47 -11.29 0.058
H -14.85 26.85 -10.82 0.081
H -15.23 28.02 -9.53 0.089
H -19.03 28.87 -10.78 0.078
H -20.23 27.94 -10.04 0.110
C -13.55 30.10 -16.17 -0.015
C -13.60 29.41 -14.78 -0.493
C -14.31 30.12 -13.66 -0.165
O -13.87 31.53 -13.43 -0.172
C -14.53 32.10 -12.28 -0.105
N -14.19 28.16 -14.95 0.041
H -12.90 29.47 -16.78 0.078
H -13.06 31.06 -16.03 0.079
H -14.59 30.20 -16.47 0.065
H -12.61 29.37 -14.33 0.135
H -14.12 29.51 -12.78 0.101
H -15.38 30.05 -13.86 0.106
H -15.60 31.94 -12.23 0.065
H -14.32 33.17 -12.31 0.087
H -14.13 31.74 -11.33 0.078
H -13.59 27.58 -15.53 0.090
H -14.30 27.61 -14.12 0.076
C -17.23 21.60 -17.61 -0.059
C -16.50 22.97 -17.49 -0.435
C -17.09 23.83 -16.32 -0.148
O -16.37 25.09 -16.16 -0.236
C -16.97 26.02 -15.27 -0.090
N -15.12 22.67 -17.18 0.033
H -17.22 21.14 -16.62 0.078
H -16.86 20.89 -18.34 0.073
H -18.28 21.78 -17.83 0.064
H -16.52 23.47 -18.46 0.108
H -17.14 23.42 -15.31 0.126
H -18.10 24.05 -16.67 0.103
H -17.56 25.48 -14.53 0.076
H -17.56 26.58 -15.99 0.075
H -16.25 26.72 -14.85 0.060
H -14.75 23.61 -17.10 0.060
H -14.78 22.25 -18.03 0.071
C -23.81 34.86 -16.06 -0.090
C -24.29 35.49 -17.36 -0.401
C -25.83 35.40 -17.52 -0.163
O -26.44 36.42 -18.38 -0.210
C -26.48 36.13 -19.81 -0.093
N -23.88 36.90 -17.17 0.025
H -24.28 35.25 -15.15 0.085
H -22.74 34.99 -15.94 0.078
H -23.91 33.77 -16.06 0.056
H -23.75 35.11 -18.22 0.129
H -26.32 35.68 -16.59 0.124
H -26.07 34.37 -17.80 0.119
H -26.93 36.95 -20.37 0.080
H -26.93 35.18 -20.10 0.081
H -25.48 36.20 -20.23 0.078
H -24.69 37.48 -17.30 0.053
H -23.53 37.18 -16.26 0.058
C -15.38 26.07 -20.45 -0.052
C -16.52 26.86 -19.82 -0.365
C -17.82 26.05 -19.53 -0.194
O -18.68 26.98 -18.97 -0.230
C -20.09 26.73 -18.98 -0.051
N -16.06 27.32 -18.49 0.045
H -15.12 25.17 -19.90 0.075
H -14.49 26.65 -20.67 0.082
H -15.72 25.95 -21.48 0.078
H -16.64 27.76 -20.43 0.121
H -17.83 25.17 -18.89 0.111
H -18.25 25.69 -20.46 0.123
H -20.42 27.37 -18.16 0.067
H -20.27 25.67 -18.83 0.090
H -20.48 26.99 -19.97 0.091
H -16.91 27.38 -17.95 0.044
H -15.59 26.56 -18.02 0.070
C -17.67 29.67 -15.52 -0.032
C -18.78 30.04 -16.57 -0.370
C -19.97 30.64 -15.84 -0.226
O -20.97 30.82 -16.75 -0.199
C -22.08 31.59 -16.31 -0.076
N -18.26 31.02 -17.48 0.071
H -18.06 29.07 -14.70 0.054
H -17.22 30.56 -15.08 0.055
H -16.76 29.16 -15.86 0.055
H -19.03 29.08 -17.03 0.119
H -19.70 31.63 -15.48 0.139
H -20.27 29.95 -15.05 0.110
H -22.59 31.14 -15.45 0.095
H -22.81 31.60 -17.12 0.086
H -21.86 32.64 -16.11 0.079
H -17.50 30.61 -18.00 0.061
H -18.91 31.36 -18.17 0.071
C -21.41 21.58 -14.24 -0.044
C -20.65 22.79 -14.86 -0.384
C -21.53 23.89 -15.66 -0.173
O -20.77 25.04 -15.92 -0.220
C -21.43 26.31 -15.83 -0.092
N -19.86 23.30 -13.77 0.037
H -20.98 21.31 -13.27 0.068
H -21.37 20.79 -14.99 0.071
H -22.48 21.74 -14.13 0.071
H -19.87 22.47 -15.55 0.100
H -22.33 24.19 -14.99 0.113
H -21.99 23.52 -16.58 0.122
H -22.08 26.49 -16.68 0.083
H -20.70 27.10 -16.03 0.074
H -21.95 26.39 -14.88 0.088
H -20.14 22.85 -12.91 0.053
H -20.12 24.28 -13.73 0.043
O -17.76 33.18 -13.09 -0.050
H -17.28 33.24 -13.91 0.000
H -18.13 34.05 -12.97 0.056
O -15.79 29.99 -19.43 -0.055
H -16.22 29.96 -20.29 0.039
H -15.98 29.13 -19.05 -0.032
O -21.02 29.90 -12.68 -0.084
H -21.29 30.70 -12.21 0.056
H -20.58 29.37 -12.01 -0.049
O -18.68 34.25 -17.89 -0.039
H -17.98 34.65 -18.41 0.025
H -18.40 33.34 -17.77 -0.026
O -18.48 30.79 -12.09 -0.065
H -18.26 31.45 -12.74 -0.019
H -19.12 30.23 -12.52 -0.029
O -20.92 31.07 -19.71 -0.044
H -21.22 30.92 -18.82 -0.007
H -21.36 30.40 -20.23 0.031
O -15.48 32.90 -18.16 -0.035
H -15.97 33.66 -18.48 0.028
H -15.62 32.23 -18.82 0.012
O -16.86 33.00 -15.76 -0.064
H -17.60 32.60 -16.22 -0.018
H -16.09 32.56 -16.12 0.024

177
Properties=species:S:1:pos:R:3:lowdin_charge:R:1 method="wB97M-V/def2-TZVPD" total_charge=+1 homo_energy_ev=-10.20 e_lumo_ev=-2.98 spin_multiplicity=1
C 2.53 -2.67 3.32 0.050
C 1.50 -1.89 2.84 -0.069
C 0.73 -2.04 1.48 -0.278
C 0.65 -3.53 1.15 -0.114
O -0.66 -3.78 0.65 -0.137
C -1.23 -5.03 0.97 -0.222
O -2.57 -4.94 0.60 -0.090
C -2.81 -5.36 -0.73 -0.162
C -2.47 -4.30 -1.77 -0.226
O -2.94 -3.01 -1.38 -0.079
C -0.66 -1.54 1.92 -0.012
C -0.47 -0.04 1.67 -0.197
C -1.41 0.95 2.25 -0.127
C -2.35 1.65 1.23 -0.159
C -3.05 0.76 0.18 -0.234
C -4.57 0.75 0.41 -0.109
N 0.55 0.21 0.90 -0.078
P 0.87 1.91 0.46 1.097
C 2.49 2.59 0.95 -0.367
C 3.58 2.75 -0.14 -0.135
C 0.28 2.39 -1.19 -0.343
C 1.05 1.97 -2.48 -0.132
C 1.29 -1.07 0.44 -0.273
C 2.76 -0.67 0.57 -0.127
C 3.79 -1.80 0.43 -0.170
C 5.10 -1.44 1.16 -0.161
C 6.05 -0.60 0.30 -0.133
N 6.72 -1.34 -0.74 -0.107
C 7.96 -1.92 -0.65 -0.106
C 8.27 -2.53 -1.83 -0.094
C 7.19 -2.28 -2.72 -0.084
C 6.27 -1.56 -2.02 -0.133
C 0.85 -1.14 -1.07 -0.177
C 0.81 -2.49 -1.77 -0.672
C 2.15 -3.16 -2.03 -0.161
I -0.01 -2.11 -3.77 1.031
H 2.37 -3.36 4.16 0.075
H 3.54 -2.67 2.92 0.049
H 1.13 -1.10 3.49 0.113
H 1.37 -3.83 0.38 0.111
H 0.84 -4.17 2.01 0.130
H -0.72 -5.82 0.39 0.146
H -1.20 -5.23 2.04 0.151
H -3.87 -5.58 -0.80 0.139
H -2.29 -6.29 -0.99 0.132
H -2.96 -4.58 -2.71 0.076
H -1.40 -4.26 -2.00 0.082
H -2.32 -2.35 -1.71 0.053
H -1.49 -1.76 1.25 0.117
H -0.83 -1.64 2.98 0.140
H -2.01 0.48 3.03 0.112
H -0.83 1.73 2.74 0.112
H -1.74 2.39 0.71 0.060
H -3.08 2.23 1.79 0.115
H -2.65 -0.26 0.14 0.079
H -2.92 1.20 -0.80 0.078
H -4.83 0.37 1.39 0.039
H -4.99 1.73 0.21 0.066
H -4.98 0.08 -0.35 0.047
H 2.94 2.04 1.78 0.065
H 2.29 3.58 1.35 0.044
H 3.18 3.00 -1.12 0.045
H 4.22 3.58 0.15 0.087
H 4.24 1.89 -0.19 0.030
H 0.24 3.48 -1.16 0.074
H -0.75 2.03 -1.27 0.063
H 0.40 1.34 -3.08 0.048
H 1.99 1.49 -2.28 0.050
H 1.20 2.89 -3.05 0.049
H 3.00 0.08 -0.18 0.098
H 2.92 -0.19 1.53 0.107
H 4.07 -1.86 -0.62 0.077
H 3.43 -2.77 0.74 0.095
H 4.90 -0.85 2.06 0.114
H 5.60 -2.35 1.50 0.121
H 5.48 0.19 -0.18 0.100
H 6.80 -0.10 0.91 0.134
H 8.62 -1.94 0.20 0.115
H 9.17 -3.07 -2.06 0.083
H 7.07 -2.60 -3.75 0.092
H 5.33 -1.19 -2.39 0.107
H -0.11 -0.64 -1.17 0.096
H 1.55 -0.52 -1.62 0.087
H 0.12 -3.22 -1.33 0.040
H 2.03 -3.99 -2.72 0.068
H 2.89 -2.45 -2.40 0.075
H 2.54 -3.60 -1.11 0.061
O 11.34 -2.69 -0.70 -0.056
H 11.68 -2.08 -1.37 0.045
H 12.10 -3.23 -0.46 0.044
O 2.16 2.38 4.37 -0.040
H 1.83 1.86 3.64 -0.007
H 1.81 1.95 5.16 0.047
O 8.90 -4.54 1.69 -0.060
H 8.32 -5.22 1.34 0.034
H 9.30 -4.15 0.90 0.010
O 0.71 5.15 1.54 -0.071
H 0.60 5.13 2.50 0.053
H -0.04 4.65 1.20 0.024
O 2.42 6.12 3.82 -0.050
H 2.82 6.39 2.99 0.020
H 2.47 5.16 3.82 0.013
O -3.60 -7.53 2.22 -0.046
H -3.18 -6.94 1.59 0.000
H -2.91 -8.18 2.43 0.002
O -3.61 -1.38 2.14 -0.041
H -3.88 -1.88 1.35 0.063
H -3.97 -1.89 2.87 0.071
O -4.25 2.86 -1.80 -0.054
H -4.79 3.64 -1.99 0.014
H -4.62 2.16 -2.35 0.050
O -3.68 -2.70 -4.32 -0.072
H -2.72 -2.63 -4.34 -0.068
H -3.85 -3.50 -3.81 -0.005
O 1.97 8.01 1.42 -0.050
H 1.46 8.77 1.14 0.035
H 1.57 7.25 0.99 0.003
O -0.97 -9.36 1.86 -0.058
H -0.90 -9.19 0.91 0.049
H -0.52 -10.21 1.98 0.015
O -5.35 -1.46 -1.86 -0.057
H -4.77 -2.23 -1.81 -0.003
H -6.15 -1.79 -2.28 0.047
O 1.88 5.16 -2.48 -0.052
H 2.71 5.64 -2.60 0.052
H 1.21 5.87 -2.50 0.021
O -6.20 1.88 3.35 -0.047
H -5.62 1.11 3.40 0.037
H -7.01 1.55 2.95 0.072
O -5.74 5.70 -2.46 -0.045
H -6.31 6.26 -1.92 0.046
H -5.66 6.17 -3.30 0.042
O -3.88 1.76 5.28 -0.058
H -4.63 2.10 4.78 -0.001
H -4.28 1.40 6.08 0.017
O -3.04 -5.44 -4.72 -0.056
H -2.54 -6.25 -4.82 0.049
H -3.86 -5.59 -5.21 0.063
O -6.18 4.47 1.95 -0.048
H -5.22 4.51 1.93 0.047
H -6.38 3.70 2.50 0.010
O 0.35 7.78 -3.62 -0.047
H 0.88 7.85 -4.42 0.025
H -0.32 8.46 -3.72 0.054
O 5.62 2.63 -2.34 -0.047
H 5.60 2.61 -3.30 0.046
H 6.18 1.87 -2.11 0.031
O -3.88 -10.93 2.52 -0.055
H -2.98 -10.60 2.49 -0.005
H -4.43 -10.14 2.55 0.028
O 1.82 8.24 -6.44 -0.055
H 2.19 8.63 -7.23 0.044
H 1.88 7.29 -6.57 0.004
O 1.12 5.22 -6.59 -0.042
H 0.80 4.75 -7.36 0.049
H 0.82 4.70 -5.84 0.041
O 1.29 10.00 -1.70 -0.056
H 0.76 10.79 -1.84 0.036
H 0.89 9.32 -2.25 -0.013
O -4.05 -0.18 7.85 -0.050
H -3.09 -0.16 7.83 0.041
H -4.26 -0.96 8.38 0.042
O -8.18 6.61 1.98 -0.078
H -7.61 5.83 2.05 -0.017
H -9.00 6.28 1.59 0.001
O -11.41 6.44 0.87 -0.052
H -11.94 7.07 1.37 0.042
H -11.30 6.85 0.01 0.039
O -1.85 6.50 1.29 -0.059
H -0.99 6.93 1.15 0.013
H -2.49 7.21 1.20 0.042
O 0.83 -11.60 2.95 -0.046
H 1.60 -11.13 3.29 0.051
H 0.24 -11.66 3.71 0.052
O 0.23 -5.83 -4.93 -0.072
H -0.29 -5.22 -4.40 -0.032
H 0.28 -5.41 -5.80 0.044